Molecular formula: C27H80O13
Method: DFT, ωB97M-V/def2-TZVPD

Geometry as ORCA input:
```
! wB97M-V def2-TZVPD RIJCOSX def2/J DEFGRID3
* xyz 0 1
C -0.2627 1.6012 -5.6605
C 1.1522 1.2458 -5.1186
C 1.4801 2.0847 -3.8507
O 1.2462 -0.1361 -4.9011
H -1.0093 1.4936 -4.8736
H -0.5046 1.0218 -6.5515
H -0.3572 2.6187 -6.0397
H 1.8693 1.4573 -5.9118
H 2.5080 1.8662 -3.5613
H 0.8115 2.0758 -2.9899
H 1.4882 3.1058 -4.2322
H 0.9299 -0.5769 -5.6931
C -2.9010 -0.4106 4.9182
C -1.4885 0.0031 4.7338
C -0.4974 -1.0914 4.2794
O -1.4492 1.0247 3.7734
H -3.0453 -1.2209 5.6329
H -3.3264 -0.7902 3.9892
H -3.6343 0.3344 5.2270
H -1.1363 0.3825 5.6931
H -0.4392 -1.9084 4.9985
H 0.4964 -0.6612 4.1548
H -0.7356 -1.4951 3.2953
H -0.5494 1.3504 3.8506
C -1.4037 -1.9167 -4.1325
C -0.6947 -1.8203 -2.6891
C 0.4124 -2.8266 -2.5689
O -0.1930 -0.5183 -2.5791
H -2.2444 -1.2235 -4.1082
H -1.7873 -2.9140 -4.3478
H -0.7631 -1.5130 -4.9166
H -1.3665 -1.9926 -1.8483
H -0.0684 -3.8044 -2.5976
H 1.0296 -2.7666 -1.6725
H 1.0874 -2.8475 -3.4245
H 0.3409 -0.3940 -3.3672
C -2.5764 -2.9831 1.0725
C -3.4457 -4.1653 0.6902
C -4.2919 -3.8102 -0.5393
O -2.5180 -5.2252 0.3288
H -1.8575 -3.1280 1.8788
H -3.2359 -2.1906 1.4263
H -2.0065 -2.5617 0.2444
H -4.1365 -4.4329 1.4899
H -3.7000 -3.2848 -1.2888
H -4.9637 -3.0213 -0.2010
H -4.7754 -4.6788 -0.9865
H -1.7138 -5.1692 0.8500
C -5.1743 2.3139 -0.9938
C -4.7641 0.8249 -0.7344
C -3.3320 0.5157 -0.7666
O -5.1997 0.4323 0.5153
H -5.0187 2.8691 -0.0688
H -6.2462 2.2521 -1.1817
H -4.7690 2.7941 -1.8846
H -5.2571 0.2406 -1.5114
H -2.7526 1.1789 -0.1244
H -2.8414 0.6665 -1.7282
H -3.0984 -0.4760 -0.3792
H -4.8225 0.9518 1.2290
C -0.5566 5.2710 -2.3323
C -0.7898 5.4586 -0.8212
C -1.4250 4.2195 -0.1895
O 0.4582 5.7918 -0.2683
H 0.0455 4.3692 -2.4433
H -0.0444 6.0624 -2.8795
H -1.5430 5.2034 -2.7912
H -1.4506 6.3115 -0.6660
H -0.7043 3.4164 -0.0356
H -2.2776 3.8929 -0.7850
H -1.7957 4.5489 0.7811
H 1.0739 5.0728 -0.4278
C 1.0778 -3.1649 1.3527
C 1.0579 -4.6625 1.1506
C 2.1655 -5.3536 1.9345
O -0.1692 -5.1976 1.6596
H 1.1970 -2.9912 2.4221
H 0.1495 -2.6568 1.0915
H 1.9363 -2.6786 0.8895
H 1.1183 -4.9587 0.1033
H 2.0621 -6.4196 1.7320
H 2.1539 -5.1459 3.0044
H 3.1437 -5.0790 1.5397
H -0.0128 -5.2689 2.6040
C 4.9188 -1.7198 1.6760
O 4.1147 -0.6759 1.2154
H 5.2677 -1.6029 2.7020
H 4.3040 -2.6166 1.7522
H 5.7077 -2.0101 0.9821
H 3.9130 -0.8979 0.3035
C 0.6338 3.4989 3.2738
O 0.8646 2.3926 4.1072
H 0.5460 3.2116 2.2260
H -0.3550 3.8549 3.5631
H 1.3821 4.2802 3.4068
H 1.7315 2.0136 3.9447
C 0.4647 0.3303 0.7436
O 0.4287 1.1444 -0.4353
H 0.5999 0.8963 1.6653
H -0.4386 -0.2328 0.9785
H 1.2360 -0.4159 0.5528
H 0.1422 0.5426 -1.1263
C 3.4348 -0.5833 -1.9836
O 4.1552 -1.5783 -1.3064
H 2.5380 -0.2667 -1.4510
H 4.0304 0.3258 -2.0660
H 3.1554 -0.8138 -3.0117
H 4.8102 -1.9818 -1.8806
C 4.3717 1.8659 3.6973
O 3.1259 1.1686 3.5365
H 4.2301 2.7911 4.2559
H 5.1712 1.2586 4.1216
H 4.7233 2.1173 2.6967
H 3.2979 0.4828 2.8871
C 3.3976 3.1277 -0.3870
O 2.1213 3.4390 0.0829
H 3.2627 2.6170 -1.3405
H 3.8861 4.0919 -0.5273
H 3.9048 2.4764 0.3247
H 1.5541 2.6764 -0.0521
*
```

For the calculated total energy, the calculation gives -55911.011 eV. Its LUMO energy is 0.08 eV.

---

Molecular formula: C3H10NO4P
Method: DFT, ωB97M-V/def2-TZVPD

Geometry as ORCA input:
```
! wB97M-V def2-TZVPD RIJCOSX def2/J DEFGRID3
* xyz 0 1
C -0.9119 0.0921 -2.0849
O -1.7340 -0.6589 -1.2096
C -1.0686 -1.3530 -0.1731
C -1.0068 -0.5492 1.1142
N -0.2492 0.7027 1.0452
P 1.3825 0.6869 1.2382
O 1.8491 -0.0195 2.4298
O 1.7448 2.2397 1.1163
O 2.0473 0.0925 -0.1171
H -1.1317 1.1604 -1.9899
H -1.1218 -0.2100 -3.1133
H 0.1497 -0.0676 -1.8818
H -1.6501 -2.2560 0.0313
H -0.0714 -1.6656 -0.5030
H -0.5730 -1.1601 1.9090
H -2.0282 -0.3033 1.4120
H -0.5941 1.3521 0.3527
H 2.2091 2.4322 0.2934
H 2.7583 -0.5154 0.1306
*
```

For the calculated total energy, the calculation gives -22244.691 eV. The structure (SMILES) is COCCNP(=O)(O)O. Its LUMO energy is 0.41 eV.

---

Molecular formula: C9H9BrINO2
Method: DFT, ωB97M-V/def2-TZVPD

Geometry as ORCA input:
```
! wB97M-V def2-TZVPD RIJCOSX def2/J DEFGRID3
* xyz 0 1
C -1.9981 0.0394 0.4452
C -0.1068 -0.6724 1.7563
C -1.9010 0.3485 2.8142
C -0.7733 -0.5295 0.5555
C -2.6040 0.5836 1.6051
C 1.2456 1.2529 -1.4985
C 2.4842 1.8767 -0.9684
C 0.6985 -2.3447 -1.1332
C 0.2223 -0.9480 -1.3691
N -0.6712 -0.1628 2.8600
O 0.2008 1.8103 -1.7769
O 1.3186 -0.0906 -1.2230
Br -4.2558 1.5077 1.6817
I -1.1461 -0.7269 -2.9296
H -2.1612 0.2338 -0.5436
H 0.9112 -0.8452 1.7316
H -2.1759 0.7869 3.7612
H 3.1583 1.1269 -0.7474
H 2.9113 2.5459 -1.6101
H 2.2000 2.3844 -0.1094
H 1.3827 -2.6234 -1.9883
H 1.0805 -2.4905 -0.0921
H -0.0207 -3.0633 -1.2211
*
```

For the calculated total energy, the calculation gives -93203.650 eV. Its LUMO energy is 0.22 eV.

---

Molecular formula: C40H65FNO23S
Method: DFT, ωB97M-V/def2-TZVPD

Geometry as ORCA input:
```
! wB97M-V def2-TZVPD RIJCOSX def2/J DEFGRID3
* xyz 1 1
C 0.0177 4.4530 5.8638
C 1.2814 3.9339 5.0271
C 1.5585 2.3608 5.2526
C 1.0697 1.6624 3.9196
C -0.3325 1.9465 3.5144
C -0.8650 1.3794 2.2643
C -2.3355 1.7485 1.8609
O -2.8481 1.1364 0.9723
O -2.8933 2.8224 2.5786
S -4.4372 3.1922 2.0912
O -5.3459 2.0768 2.1593
O -4.4437 3.9255 0.8426
F -4.9363 4.2630 3.2316
C 0.0122 0.4996 1.4593
C 1.3821 0.2766 1.9492
N 1.8640 0.8634 3.1294
O 2.4251 4.7321 5.4166
C 2.6041 5.7399 4.3790
C 3.5147 6.9264 4.8796
C 3.1078 7.7522 6.0525
C 4.0050 8.8614 6.4135
C 5.2540 9.1623 5.6668
C 5.6326 8.3244 4.5224
C 4.7491 7.1883 4.1204
H -0.4528 3.6568 6.5001
H 0.3988 5.2551 6.5562
H -0.6956 4.9108 5.1229
H 1.1568 4.1181 3.9146
H 0.8723 1.9487 6.0537
H 2.6313 2.1403 5.4905
H -1.0023 2.5943 4.1446
H -0.3398 0.0293 0.5115
H 2.0978 -0.3854 1.3876
H 2.8425 0.6840 3.3985
H 3.1026 5.2723 3.4789
H 1.6165 6.2220 4.0904
H 2.1477 7.5147 6.5719
H 3.7655 9.5548 7.2639
H 5.9182 10.0297 5.9332
H 6.5531 8.4664 3.9078
H 4.9797 6.5327 3.2383
C -4.5144 1.1860 -1.4953
C -5.7182 0.5327 -0.8457
O -6.8674 0.5931 -1.6983
C -6.8741 -0.2720 -2.7208
O -6.0164 -1.0825 -2.9695
O -7.9867 -0.0655 -3.4329
C -8.0711 -0.8557 -4.6204
H -4.7504 2.2074 -1.8030
H -3.6674 1.2096 -0.8044
H -4.2080 0.6461 -2.3939
H -5.9774 1.0767 0.0621
H -5.5102 -0.5001 -0.5555
H -7.9477 -1.9167 -4.4012
H -7.3231 -0.5234 -5.3421
H -9.0595 -0.7046 -5.0516
C 1.4187 -6.3371 0.0721
C 2.4253 -5.8365 1.0881
O 2.0677 -4.5345 1.5821
C 1.0712 -4.5033 2.4702
O 0.4596 -5.4471 2.8938
O 0.8580 -3.2163 2.7925
C -0.2562 -3.0124 3.6618
H 1.2889 -5.6092 -0.7318
H 1.7444 -7.2856 -0.3576
H 0.4374 -6.4864 0.5264
H 3.3987 -5.7290 0.6075
H 2.5487 -6.5393 1.9148
H -0.1757 -3.6237 4.5610
H -1.1859 -3.2291 3.1331
H -0.2600 -1.9621 3.9557
C -0.7632 6.1886 -1.2504
C 0.6070 6.7524 -0.9295
O 1.4487 5.7635 -0.3152
C 1.9562 4.8422 -1.1418
O 1.7783 4.7776 -2.3293
O 2.6830 3.9815 -0.4103
C 3.1994 2.8797 -1.1565
H -1.2182 5.7523 -0.3578
H -1.4194 6.9692 -1.6372
H -0.7005 5.3940 -1.9965
H 0.5034 7.5628 -0.2066
H 1.0901 7.1695 -1.8153
H 3.7658 3.2155 -2.0251
H 2.3816 2.2237 -1.4619
H 3.8688 2.3195 -0.5038
C 8.2326 0.5025 3.2699
C 8.1290 -0.5035 2.1403
O 7.9494 -1.8352 2.6419
C 6.7269 -2.1280 3.0896
O 5.7726 -1.3819 3.0996
O 6.7420 -3.3841 3.5484
C 5.5173 -3.7908 4.1547
H 9.0178 0.2132 3.9709
H 8.4540 1.4972 2.8799
H 7.3025 0.5573 3.8391
H 9.0622 -0.5087 1.5760
H 7.3301 -0.2465 1.4411
H 4.6721 -3.6352 3.4823
H 5.3683 -3.2496 5.0908
H 5.5900 -4.8540 4.3777
C 1.0101 -12.3300 -4.6908
C 2.0065 -11.8222 -3.6676
O 1.6377 -10.5248 -3.1783
C 0.6322 -10.5037 -2.2968
O 0.0305 -11.4607 -1.8821
O 0.3921 -9.2253 -1.9692
C -0.7329 -9.0506 -1.1091
H 0.8824 -11.6033 -5.4959
H 1.3454 -13.2767 -5.1172
H 0.0267 -12.4855 -4.2435
H 2.9830 -11.7085 -4.1406
H 2.1283 -12.5236 -2.8393
H -0.6486 -9.6671 -0.2134
H -1.6535 -9.2817 -1.6475
H -0.7617 -8.0053 -0.8065
C -6.4032 -0.8992 -11.3185
C -5.3916 -0.4034 -10.3042
O -5.7262 0.9084 -9.8313
C -6.7282 0.9667 -8.9477
O -7.3535 0.0286 -8.5197
O -6.9357 2.2527 -8.6376
C -8.0544 2.4679 -7.7780
H -6.5148 -0.1800 -12.1326
H -6.0930 -1.8595 -11.7335
H -7.3890 -1.0241 -10.8669
H -4.4139 -0.3205 -10.7811
H -5.2852 -1.0970 -9.4671
H -7.9834 1.8616 -6.8741
H -8.9812 2.2523 -8.3121
H -8.0546 3.5185 -7.4915
*
```

For the calculated total energy, the calculation gives -104659.928 eV. Its LUMO energy is -5.27 eV.

---

Molecular formula: CH5IOSi
Method: DFT, ωB97M-V/def2-TZVPD

Geometry as ORCA input:
```
! wB97M-V def2-TZVPD RIJCOSX def2/J DEFGRID3
* xyz 0 1
C -1.4192 0.3667 -0.3759
O 1.5056 -0.0355 -0.0432
Si 0.2821 0.7020 0.4375
I 5.0850 0.0785 -0.0034
H -1.6428 0.6844 -1.4034
H -1.7481 -0.6820 -0.3347
H -2.0465 0.8821 0.3174
H 3.6237 -0.0027 0.2615
H 0.1917 1.5528 1.6531
*
```

For the calculated total energy, the calculation gives -19143.317 eV. The structure (SMILES) is C[SiH]=O.I. Its LUMO energy is -0.35 eV.

---

Molecular formula: C33H39Br3N4O12
Method: DFT, ωB97M-V/def2-TZVPD

Geometry as ORCA input:
```
! wB97M-V def2-TZVPD RIJCOSX def2/J DEFGRID3
* xyz 1 2
C -0.3277 -2.2159 0.6267
Br -2.2647 -2.5352 0.8712
Br 0.7278 -3.8390 0.5794
Br 0.4500 -1.0822 2.0794
H -0.0081 -1.6730 -0.2628
C 0.4076 -4.8738 -2.7662
C 1.4483 -5.8887 -2.6458
C 2.7912 -5.5861 -2.8345
C 3.1476 -4.2581 -3.1416
C 2.1704 -3.2344 -3.1232
C 0.8300 -3.5705 -2.9701
O -0.1598 -2.6143 -3.0846
O 3.7585 -6.5466 -2.7442
H -0.6078 -5.2327 -2.6846
H 1.0168 -6.8607 -2.4579
H 4.1810 -3.9458 -3.1733
H 2.4015 -2.1812 -3.1845
H 0.2469 -1.7518 -3.1946
H 4.4066 -6.1753 -2.1412
C -3.4859 2.7530 -2.3902
C -2.7856 3.9260 -2.4266
C -1.4986 4.0099 -1.7800
C -0.9714 2.8499 -1.1465
C -1.6635 1.6183 -1.0960
C -2.9641 1.6064 -1.7208
O -3.6621 0.5196 -1.7385
O -0.7245 5.1298 -1.8866
H -4.5211 2.6751 -2.6880
H -3.2709 4.8323 -2.7575
H -0.0011 2.9575 -0.6846
H -1.0341 0.8471 -0.6769
H -3.3216 -0.0076 -2.4649
H 0.1358 4.8463 -1.5685
C 3.5697 0.4184 -2.8703
C 4.9197 0.3059 -3.2704
C 5.8523 0.0000 -2.3381
C 5.5842 -0.1148 -0.9726
C 4.2571 0.0338 -0.6215
C 3.2083 0.2896 -1.5423
O 1.8582 0.2933 -1.2778
O 7.2241 -0.0807 -2.6420
H 2.8192 0.3013 -3.6381
H 5.1650 0.4564 -4.3113
H 6.3127 -0.1903 -0.1789
H 4.0014 -0.0339 0.4256
H 1.2324 0.2142 -2.0014
H 7.7981 0.3362 -1.9952
C -6.1924 1.2410 2.5045
C -5.8324 0.8386 3.7078
C -4.6310 0.2195 3.9653
C -3.7252 -0.0929 2.9866
C -4.0636 0.3806 1.7219
C -5.3178 1.0128 1.5017
O -5.6011 1.4396 0.2337
O -4.3916 -0.2419 5.2350
H -7.0652 1.8491 2.3177
H -6.4459 1.1877 4.5251
H -2.7956 -0.5481 3.2948
H -3.3521 0.2521 0.9196
H -4.9991 1.0420 -0.3997
H -4.4665 0.3525 5.9851
C 0.3393 4.9098 2.5080
C 1.3047 5.2415 1.6034
C 2.2084 4.1986 1.2227
C 2.1245 2.9420 1.7037
C 1.1175 2.5906 2.6126
C 0.3224 3.6350 3.1130
O -0.7972 3.4277 3.8434
O 3.2973 4.4700 0.4814
H -0.3176 5.7049 2.8284
H 1.3080 6.2000 1.1059
H 2.8264 2.2110 1.3304
H 0.8471 1.6126 2.9825
H -1.4411 4.1077 3.6319
H 3.8775 3.7097 0.5649
C -3.9866 -2.6881 -2.9105
O -3.6887 -2.1316 -3.9084
N -5.1802 -2.9625 -2.4975
N -3.1171 -2.9957 -2.0416
H -5.9424 -2.5556 -3.0206
H -5.1708 -3.4795 -1.6299
H -3.3652 -3.7896 -1.4685
H -2.1427 -2.8090 -2.2307
C 3.2218 -0.4755 5.3561
O 3.2860 0.5426 5.9713
N 2.1418 -1.0018 4.8393
N 4.2754 -1.1283 4.9298
H 1.3087 -0.4319 4.8742
H 2.2450 -1.7656 4.1866
H 4.1400 -2.1188 4.7861
H 5.1878 -0.8309 5.2449
*
```

For the calculated total energy, the calculation gives -275500.538 eV. Its LUMO energy (alpha / beta) is -3.25 / -7.08 eV.

---

Molecular formula: C6H9BiCl2NdO3P
Method: DFT, ωB97M-V/def2-TZVPD

Geometry as ORCA input:
```
! wB97M-V def2-TZVPD RIJCOSX def2/J DEFGRID3
* xyz 4 4
Bi 2.5557 0.3273 -4.5340
Nd 0.7010 0.8716 0.3820
Cl 3.7140 -0.8013 -2.6313
Cl -0.1015 -0.1456 -1.7865
C -0.9054 2.3076 1.5320
C 4.2348 -0.6100 -5.9377
C 2.6134 1.5403 -7.1724
O -1.7495 2.9844 1.9782
O 5.3243 -0.4003 -6.2519
O 2.6663 1.9278 -8.2458
C -0.9319 -0.0657 3.8798
P -1.3381 -0.0138 2.1223
C -0.2918 -1.3664 1.4110
C -3.1195 -0.3169 2.1936
H 0.1291 0.1753 4.0404
H -1.2359 -1.0384 4.2893
H -1.5086 0.7520 4.3332
H -0.5232 -2.3358 1.8349
H -0.5163 -1.4804 0.3266
H 0.8095 -1.2539 1.5784
H -3.3470 -1.3441 2.4858
H -3.5511 0.3799 2.9139
H -3.6285 -0.0935 1.2583
*
```

For the calculated total energy, the calculation gives -67912.961 eV. Its LUMO energy (alpha / beta) is -17.69 / -17.69 eV.

---

Molecular formula: C24H41N2O4
Method: DFT, ωB97M-V/def2-TZVPD

Geometry as ORCA input:
```
! wB97M-V def2-TZVPD RIJCOSX def2/J DEFGRID3
* xyz 0 2
C 1.4897 5.6352 0.2937
O 0.3807 4.9975 0.8834
C -0.8590 5.5686 0.5124
C -1.9952 4.7227 1.0800
C -1.6952 3.2237 1.0905
C -2.9626 2.3567 1.1960
C -2.8058 1.0912 2.0529
C -2.4707 -0.2049 1.2831
C -1.7399 -1.2549 2.1342
C -0.2030 -1.4577 1.9563
C 0.2333 -1.9729 3.3605
C 1.6282 -2.5286 3.4459
O 2.6254 -1.8754 3.4811
O 1.6861 -3.9133 3.4595
C 0.5682 -0.1554 1.6372
C 1.2936 -0.0523 0.2808
C 0.3610 0.2571 -0.8979
C 2.2994 1.0938 0.3617
N 2.0257 -1.3191 0.0471
O 3.2181 -1.3748 0.4948
C 1.2565 -2.5947 -0.0428
C 2.2034 -3.7372 0.3147
C 0.8206 -2.8395 -1.5075
C 0.0089 -2.5814 0.8951
H 2.3444 4.9634 0.3857
H 1.3154 5.8403 -0.7703
H 1.7239 6.5838 0.7939
H -0.9256 5.6304 -0.5838
H -0.9183 6.5948 0.9009
H -2.8903 4.9066 0.4781
H -2.2084 5.0584 2.1002
H -1.1468 2.9925 0.1759
H -1.0219 3.0039 1.9218
H -3.2938 2.0728 0.1922
H -3.7614 2.9687 1.6284
H -2.0371 1.2694 2.8128
H -3.7334 0.9093 2.6046
H -3.4259 -0.6419 0.9731
H -1.9325 0.0116 0.3616
H -1.9469 -1.0063 3.1820
H -2.1966 -2.2377 1.9758
H -0.4725 -2.7502 3.6650
H 0.1601 -1.1412 4.0663
H 1.4870 -4.2276 4.3502
H -0.0871 0.7113 1.7222
H 1.3493 -0.0357 2.3928
H -0.2487 1.1142 -0.6210
H -0.3104 -0.5550 -1.1485
H 0.9460 0.5167 -1.7814
H 2.9260 1.0164 1.2480
H 1.7415 2.0350 0.4096
H 2.9266 1.1096 -0.5301
H 2.9586 -3.8660 -0.4625
H 1.6135 -4.6552 0.3866
H 2.7142 -3.5726 1.2595
H 1.5636 -2.4303 -2.1894
H 0.7533 -3.9172 -1.6852
H -0.1521 -2.4204 -1.7462
H 0.0045 -3.5254 1.4488
H -0.8822 -2.6114 0.2619
N 0.5828 -0.7862 -4.2947
C 1.3676 -1.6342 -4.9543
C 0.8878 -2.6108 -5.8144
C -0.4817 -2.7122 -5.9992
C -1.3104 -1.8338 -5.3196
C -0.7293 -0.8920 -4.4835
H 2.4330 -1.5300 -4.7786
H 1.5735 -3.2746 -6.3225
H -0.8957 -3.4620 -6.6608
H -2.3852 -1.8751 -5.4320
H -1.3459 -0.1889 -3.9325
*
```

For the calculated total energy, the calculation gives -36720.767 eV. Its LUMO energy (alpha / beta) is 0.61 / 0.60 eV.